No. 1
An isolated ion of composition C2H2N3OS and charge -1 in a non-equilibrium geometry, computed with ωB97M-V with the def2-TZVPD basis set.

Relative energy (zero: lowest compared OMol25 entry of this formula, charge and spin) in kJ/mol: 73.1
Charge: -1
Frontier orbital gap in eV: 7.68

Geometry as XYZ:
```
9
Properties=species:S:1:pos:R:3:forces:R:3:lowdin_charge:R:1
N 0.960 2.523 0.217 -0.122 0.102 -0.230 0.109
C 0.553 1.455 0.045 0.460 1.329 0.466 -0.424
N -0.006 0.278 -0.070 -1.367 -0.638 -0.890 -0.232
N -1.431 0.209 -0.097 0.030 -2.089 -1.461 0.042
C 0.716 -0.949 -0.024 -0.352 -0.262 2.050 -1.099
O 0.049 -1.966 0.139 -0.662 -0.252 -0.931 -0.115
S 2.316 -0.704 0.255 2.415 -0.164 -0.362 0.506
H -1.563 -0.571 0.614 -0.323 0.933 -1.340 0.090
H -1.595 -0.275 -1.080 -0.079 1.040 2.699 0.123
```
Forces are in eV/Å.



No. 2
A 2-piece molecular cluster, C2H2N3OS overall in a non-equilibrium geometry, computed with ωB97M-V with the def2-TZVPD basis set.

Relative energy (zero: lowest compared OMol25 entry of this formula, charge and spin) in kJ/mol: 169.5
Charge: -1
Frontier orbital gap in eV: 7.06

Geometry as XYZ:
```
9
Properties=species:S:1:pos:R:3:forces:R:3:lowdin_charge:R:1
C 1.589 -0.041 0.118 -2.082 -1.929 0.665 -0.507
C -0.804 0.837 -0.889 1.554 0.252 1.534 -0.972
N 2.660 0.355 0.180 2.540 1.464 0.188 0.054
N -0.374 -1.066 0.974 2.743 -0.774 1.495 -0.027
N 0.449 -0.636 -0.077 -1.905 -0.154 -2.819 -0.160
O -1.333 1.255 0.077 -0.878 -0.296 0.194 -0.027
S -0.361 1.074 -2.387 0.042 0.005 -1.893 0.589
H -1.178 -1.573 0.696 -0.414 -0.356 -1.116 0.049
H -0.649 -0.204 1.309 -1.598 1.788 1.752 0.001
```
Forces are in eV/Å.



No. 3
One molecule with the formula C2H2N3P in a non-equilibrium geometry, computed with ωB97M-V with the def2-TZVPD basis set.

Relative energy (zero: lowest compared OMol25 entry of this formula, charge and spin) in kJ/mol: 149.6
Frontier orbital gap in eV: 10.51

Geometry as XYZ:
```
8
Properties=species:S:1:pos:R:3:forces:R:3:lowdin_charge:R:1
N -3.259 -1.263 -0.673 -3.034 -2.786 -1.773 0.144
C -2.608 -0.486 -0.199 3.531 2.738 1.882 -0.327
N -1.683 0.335 0.324 -2.445 0.326 -0.317 0.136
C -0.485 0.192 0.265 2.885 -0.339 0.723 -0.279
N 0.709 0.113 0.450 -2.880 0.233 -0.620 -0.232
P 2.079 0.016 -0.559 1.022 1.210 0.923 0.770
H 2.696 -0.282 0.652 1.331 -0.758 -0.163 -0.121
H 2.550 1.375 -0.260 -0.411 -0.625 -0.656 -0.091
```
Forces are in eV/Å.



No. 4
One molecule with the formula C2H2N3P in a non-equilibrium geometry, computed with ωB97M-V with the def2-TZVPD basis set.

Relative energy (zero: lowest compared OMol25 entry of this formula, charge and spin) in kJ/mol: 165.2
Frontier orbital gap in eV: 10.09

Geometry as XYZ:
```
8
Properties=species:S:1:pos:R:3:forces:R:3:lowdin_charge:R:1
N -3.781 -0.900 -0.576 2.377 1.022 0.380 0.124
C -2.704 -0.536 -0.264 -4.674 -2.023 -1.335 -0.364
N -1.600 -0.216 0.270 2.083 0.755 0.739 0.142
C -0.387 -0.212 0.123 -1.036 0.376 0.562 -0.239
N 0.770 -0.041 0.279 0.401 -0.892 0.297 -0.214
P 2.244 0.204 -0.483 1.041 1.189 -0.034 0.782
H 3.159 0.199 0.593 -0.002 -1.401 0.431 -0.124
H 2.299 1.503 0.058 -0.189 0.974 -1.040 -0.107
```
Forces are in eV/Å.



No. 5
An isolated ion of composition C2H2N3S2 and charge -1 in a non-equilibrium geometry, computed with ωB97M-V with the def2-TZVPD basis set.

Relative energy (zero: lowest compared OMol25 entry of this formula, charge and spin) in kJ/mol: 347.9
Charge: -1
Frontier orbital gap (spin up / spin down) in eV: 5.97 / 5.97

Geometry as XYZ:
```
9
Properties=species:S:1:pos:R:3:forces:R:3:lowdin_charge:R:1
C 0.054 1.843 0.411 1.109 0.263 0.287 -0.038
C -1.120 -0.180 0.153 -0.804 1.297 -1.392 -0.935
N -0.907 1.121 0.068 -0.936 -2.226 0.399 -0.068
N 0.070 -0.915 0.091 1.908 -1.369 -0.881 -0.128
N 1.193 -0.283 -0.097 -0.897 0.538 0.820 -0.614
S 2.721 -0.800 -0.019 -0.401 -0.870 -0.227 0.359
S -2.493 -1.196 -0.092 -0.294 0.430 0.263 0.299
H 0.626 2.367 -0.382 -0.519 0.062 -0.127 0.000
H -0.144 -1.958 -0.132 0.834 1.875 0.858 0.125
```
Forces are in eV/Å.



No. 6
An isolated ion of composition C2H2N3S2 and charge +1 in a non-equilibrium geometry, computed with ωB97M-V with the def2-TZVPD basis set.

Relative energy (zero: lowest compared OMol25 entry of this formula, charge and spin) in kJ/mol: 298.4
Charge: +1
Frontier orbital gap in eV: 7.21

Geometry as XYZ:
```
9
Properties=species:S:1:pos:R:3:forces:R:3:lowdin_charge:R:1
C 0.164 -1.804 1.648 -2.579 -4.444 -3.202 -0.410
C 0.095 -0.420 1.687 1.311 -0.646 3.317 -0.212
N 0.316 0.605 -0.423 0.422 -1.153 -0.121 -0.312
N -0.688 1.333 -2.578 1.609 0.364 1.178 -0.281
N 0.160 0.577 0.816 0.172 1.090 -1.072 0.037
S -0.242 -3.362 1.297 1.901 5.616 1.660 0.920
S 0.660 1.261 -1.807 -2.807 -0.033 0.292 1.057
H 0.205 -0.083 2.803 -0.536 -0.272 -2.143 0.169
H -0.669 1.893 -3.442 0.508 -0.521 0.091 0.032
```
Forces are in eV/Å.



| no. | E (eV) |
| --- | --- |
| 1 | -19459.8385 |
| 2 | -19458.8388 |
| 3 | -15863.1523 |
| 4 | -15862.9902 |
| 5 | -28244.3560 |
| 6 | -28233.4809 |